# C33H44HfIN2O5SSi

C33H44HfIN2O5SSi as an isolated structure in a non-equilibrium geometry (ωB97M-V/def2-TZVPD, OMol25).

Values from the calculation:
Electronic energy   -2803.30514 Ha
Net charge   -1
Energy relative to the best compared isomer or geometry (same formula, charge and spin)   0.0 kcal/mol
Frontier orbital gap   5.6 eV

XYZ file:
```
88
Properties=species:S:1:pos:R:3:mulliken_charge:R:1
Hf -2.505 1.169 0.128 -0.5069
C -0.523 -0.387 3.961 -0.8205
C -1.287 -1.467 3.258 0.2875
N -1.107 -2.721 3.612 -0.6577
C -1.800 -3.693 2.978 -1.0621
C -2.700 -3.442 1.976 1.0397
C -3.406 -4.576 1.299 -0.8841
O -4.811 -4.503 1.599 -0.5463
C -2.896 -2.109 1.581 0.2438
C -3.882 -1.762 0.540 -0.3915
N -3.816 -0.656 -0.063 0.5091
C -4.785 -0.043 -0.933 -0.0553
C -5.974 -0.614 -1.376 -0.8793
C -6.838 0.199 -2.088 -0.6130
C -6.510 1.543 -2.310 -0.4259
C -5.312 2.063 -1.850 -0.4735
C -4.385 1.262 -1.173 0.8120
I -2.697 3.696 1.394 -0.5219
C -2.187 -1.098 2.217 0.8789
O -2.322 0.170 1.907 -1.0636
H 0.173 -0.847 4.660 0.3427
H 0.011 0.250 3.249 -0.0601
H -1.211 0.269 4.501 0.4385
H -1.614 -4.713 3.298 0.3147
H -3.253 -4.526 0.216 0.3345
H -2.981 -5.517 1.651 0.4362
H -5.230 -5.300 1.257 0.3059
H -4.691 -2.460 0.330 0.6067
H -6.232 -1.646 -1.165 0.3818
H -7.778 -0.199 -2.452 0.3750
H -7.207 2.181 -2.842 0.3655
H -5.087 3.108 -2.036 0.4179
C -0.689 1.310 -0.995 -0.2022
C -0.981 0.039 -1.701 0.1909
C -0.863 -1.268 -1.175 -0.0355
C -1.281 -2.399 -1.872 -0.8285
C -1.857 -2.283 -3.127 -0.8617
C -2.006 -1.005 -3.673 -0.7797
C -1.577 0.118 -2.987 -0.4038
H -0.427 -1.390 -0.189 0.7424
H -1.164 -3.376 -1.413 0.5177
H -2.178 -3.160 -3.675 0.3868
H -2.456 -0.887 -4.653 0.4114
H -1.704 1.106 -3.414 0.5428
C 2.165 -2.082 1.401 -1.4407
C 3.066 -1.500 0.318 2.1210
C 2.487 -1.745 -1.068 -1.5580
C 4.468 -2.077 0.420 -2.1881
O 3.218 -0.095 0.560 0.4108
Si 2.400 1.239 0.060 -0.8981
S 0.334 1.140 0.519 0.4856
O 3.028 2.452 0.975 0.1253
C 3.704 2.499 2.227 1.9848
C 5.088 1.881 2.092 -1.4734
C 2.869 1.754 3.265 -1.4111
C 3.814 3.973 2.578 -1.9320
O 2.755 1.480 -1.511 -0.1745
C 2.389 2.463 -2.493 1.9100
C 3.700 2.999 -3.043 -1.9147
C 1.597 1.772 -3.585 -1.5671
C 1.554 3.556 -1.844 -1.3342
H 1.869 -3.106 1.152 0.4941
H 1.264 -1.473 1.505 0.0202
H 2.680 -2.094 2.366 0.3911
H 2.438 -2.820 -1.263 0.5490
H 3.111 -1.270 -1.829 0.2538
H 1.475 -1.340 -1.158 0.1808
H 4.452 -3.157 0.244 0.4099
H 4.881 -1.892 1.415 0.3826
H 5.121 -1.610 -0.321 0.4081
H 5.017 0.838 1.773 0.0143
H 5.612 1.923 3.052 0.4833
H 5.674 2.433 1.352 0.3347
H 2.783 0.695 3.001 0.0642
H 1.863 2.181 3.314 0.2687
H 3.331 1.828 4.254 0.6027
H 4.383 4.499 1.808 0.3539
H 4.318 4.103 3.540 0.4043
H 2.820 4.422 2.637 0.3923
H 4.293 2.179 -3.454 0.3330
H 4.277 3.484 -2.251 0.3292
H 3.513 3.729 -3.837 0.4072
H 2.206 1.004 -4.073 0.3089
H 1.283 2.502 -4.336 0.4778
H 0.712 1.316 -3.147 0.2867
H 2.090 4.021 -1.011 0.1810
H 0.611 3.136 -1.470 0.2010
H 1.316 4.323 -2.587 0.5125
```

=====

# C4H7NS

One molecule with the formula C4H7NS in a non-equilibrium geometry (ωB97M-V/def2-TZVPD, OMol25).

Values from the calculation:
Electronic energy   -609.49690 Ha
SMILES   C/C=C/C=N\S
Energy relative to the best compared isomer or geometry (same formula, charge and spin)   38.6 kcal/mol
Frontier orbital gap   9.4 eV

XYZ file:
```
13
Properties=species:S:1:pos:R:3:mulliken_charge:R:1
C 1.680 -1.656 -0.099 -1.1526
C 0.388 -1.026 -0.490 -0.1168
C -0.026 0.139 -0.101 -0.0425
C -1.377 0.695 -0.338 0.1290
N -1.910 1.737 0.156 -0.4809
S -1.091 2.706 1.348 -0.1760
H 1.491 -2.702 0.189 0.3089
H 2.092 -1.135 0.744 0.3281
H 2.358 -1.723 -0.928 0.2999
H -0.198 -1.635 -1.248 0.2489
H 0.627 0.829 0.491 0.2156
H -2.021 0.070 -1.025 0.2716
H -2.012 3.701 1.301 0.1668
```

=====

# C18H35BeCl4FIMgNO15PS

C18H35BeCl4FIMgNO15PS as an isolated structure in a non-equilibrium geometry (ωB97M-V/def2-TZVPD, OMol25).

Values from the calculation:
Electronic energy   -5082.19775 Ha
Net charge   -1
Frontier orbital gap   1.8 eV

XYZ file:
```
79
Properties=species:S:1:pos:R:3:mulliken_charge:R:1
C 0.007 0.602 5.192 -1.1215
C 0.903 0.264 3.980 -0.0696
C 1.287 1.491 3.143 -0.7146
O 2.072 1.016 2.024 -0.2166
C 2.222 2.025 1.039 -0.3436
O 3.373 1.716 0.298 -0.3339
C 3.116 1.394 -1.020 -0.1671
O 3.133 2.166 -1.897 -0.3280
C 2.873 -0.076 -1.264 0.2963
C 4.021 -0.903 -1.294 -0.2129
C 3.821 -2.264 -1.506 -0.8986
N 2.625 -2.812 -1.676 0.5999
C 1.521 -2.075 -1.663 -0.4830
C 1.555 -0.691 -1.477 0.4650
P -0.097 0.197 -1.544 0.4181
O 0.104 1.720 -1.982 -0.4346
I -1.003 0.172 0.798 -0.0043
H -0.654 -0.234 5.481 0.2811
H 0.621 0.829 6.076 0.2306
H -0.670 1.458 5.013 0.2584
H 1.838 -0.203 4.337 0.2741
H 0.380 -0.508 3.382 0.0521
H 0.342 1.979 2.819 0.3794
H 1.844 2.215 3.763 0.6636
H 2.407 2.986 1.552 0.4172
H 1.311 2.144 0.425 0.3236
H 5.040 -0.534 -1.176 0.5659
H 4.685 -2.935 -1.523 0.5194
H 2.497 -3.820 -1.822 0.0059
H 0.556 -2.568 -1.806 0.4735
H 0.848 1.702 -2.744 0.2556
C 4.911 -4.076 -5.480 -0.8433
C 6.314 -3.939 -4.918 -0.2719
O 6.445 -4.718 -3.730 -0.5084
H 4.172 -3.752 -4.745 0.1247
H 4.792 -3.479 -6.386 0.3212
H 4.689 -5.118 -5.716 0.3456
H 6.525 -2.900 -4.663 0.2633
H 7.060 -4.273 -5.647 0.2858
H 6.265 -5.635 -3.964 0.3039
Cl 1.843 1.501 -3.884 -0.4798
O 3.361 4.046 7.104 -0.6634
Cl 3.357 2.745 6.492 1.7116
O 4.705 2.329 6.204 -0.6812
O 2.600 2.803 5.246 -0.7902
O 2.726 1.788 7.372 -0.6802
Mg 1.958 -1.151 0.954 1.1015
F 0.353 -0.751 -4.055 -0.6587
Be -2.907 0.599 -0.962 0.3944
C -3.991 1.121 -4.751 -0.4967
O -3.294 0.853 -3.535 -0.3962
H -4.970 1.509 -4.484 0.1192
H -3.448 1.864 -5.338 0.2866
H -4.108 0.203 -5.330 0.2971
H -2.419 0.506 -3.757 0.3027
C -7.119 3.757 -1.155 -1.2682
C -6.508 3.717 -2.571 0.6626
C -7.485 4.411 -3.551 -1.3109
O -6.379 2.433 -2.952 -0.6483
H -8.082 3.245 -1.111 0.3299
H -6.452 3.289 -0.428 0.2697
H -7.281 4.793 -0.836 0.3695
H -5.605 4.356 -2.533 0.2007
H -8.457 3.916 -3.576 0.3384
H -7.082 4.422 -4.565 0.3177
H -7.649 5.450 -3.247 0.3563
O 0.188 -7.292 -1.842 -0.5714
S 1.302 -6.664 -2.569 1.2902
O 2.157 -7.704 -3.157 -0.5819
O 2.090 -5.816 -1.652 -0.7536
O 0.745 -5.830 -3.659 -0.5422
Cl -3.704 0.629 5.756 -0.1530
C -4.125 0.229 7.441 -0.4558
C -2.902 -0.027 8.287 -0.4926
Cl -2.068 -1.531 7.821 -0.1852
H -4.788 -0.633 7.427 0.3190
H -4.677 1.079 7.838 0.2923
H -3.194 -0.137 9.330 0.3434
H -2.188 0.791 8.216 0.3343
```

=====

# C5H9N3O

A 2-piece molecular cluster, C5H9N3O overall in a non-equilibrium geometry (ωB97M-V/def2-TZVPD, OMol25).

Values from the calculation:
Electronic energy   -435.08475 Ha
Energy relative to the best compared isomer or geometry (same formula, charge and spin)   234.0 kcal/mol
Frontier orbital gap   8.8 eV

XYZ file:
```
18
Properties=species:S:1:pos:R:3:mulliken_charge:R:1
C -0.432 -0.217 1.352 -0.7490
C 0.690 0.175 0.319 0.7682
C 2.002 -0.147 0.126 -0.4506
C 1.102 -0.465 -1.058 -1.2868
C -1.861 0.574 -0.410 -0.1088
H -0.826 -1.128 -1.223 0.4207
H -0.888 0.595 2.042 0.1771
H -0.387 -1.137 1.906 0.3402
H 2.492 -1.229 0.556 0.2212
H 2.802 0.654 -0.284 0.2573
H 0.787 -1.502 -1.125 0.3957
H 0.883 0.067 -2.066 0.3339
H 0.176 2.041 1.257 0.3167
H -2.867 0.669 -0.545 0.5337
N -1.475 -0.514 0.300 0.0101
N 0.242 1.534 -0.129 -0.3154
N -1.123 1.654 -0.583 -0.4095
O -1.317 -1.625 -0.436 -0.4548
```